No. 1
The following is a DFT calculation (ωB97M-V with the def2-TZVPD basis set) of the molecule C6H7NS at a distorted geometry.

Values from the calculation:
gap between HOMO and LUMO: 8.02 eV
F_max: 6.8 eV/A
SMILES string: C#CC[C@H]1CN1C=S
DFT total energy: -685.5619 hartree

Positions of all 15 atoms, in Å:
C 2.591 -1.179 -1.085
C 1.913 -0.843 -0.069
C 0.705 -0.818 0.891
C -0.167 0.267 0.700
C -0.054 1.457 -0.245
N -1.003 0.382 -0.442
C -2.333 0.401 -0.474
S -3.221 -1.173 -0.237
H 3.484 -1.207 -1.628
H 0.004 -1.652 0.852
H 0.997 -0.924 2.025
H -0.704 0.497 1.616
H -0.344 2.441 0.124
H 0.917 1.266 -0.948
H -2.785 1.087 -1.080

***

No. 2
The following is a DFT calculation (ωB97M-V with the def2-TZVPD basis set) of the molecule C6H7NS2 at a distorted geometry.

Values from the calculation:
gap between HOMO and LUMO: 9.14 eV
F_max: 2.6 eV/A
SMILES string: CSSc1ccccn1
DFT total energy: -1083.9500 hartree

Positions of all 16 atoms, in Å:
C -0.051 0.159 -3.315
S -1.469 -0.589 -2.377
S -1.764 0.873 -0.872
C -0.720 0.452 0.413
C -0.983 -0.695 1.165
C -0.111 -0.967 2.245
C 1.048 -0.192 2.425
C 1.207 0.913 1.589
N 0.361 1.225 0.588
H -0.258 1.206 -3.588
H 0.868 0.061 -2.719
H 0.131 -0.381 -4.232
H -1.807 -1.338 0.905
H -0.289 -1.816 2.866
H 1.739 -0.375 3.236
H 2.098 1.466 1.671

***

No. 3
The following is a DFT calculation (ωB97M-V with the def2-TZVPD basis set) of a structure of composition C6H7O3S at a distorted geometry.

Values from the calculation:
gap between HOMO and LUMO: 7.27 eV
total charge: -1
F_max: 3.5 eV/A
DFT total energy: -856.7190 hartree

Positions of all 17 atoms, in Å:
C 0.882 -0.023 -1.729
C 1.660 0.645 -0.891
C -0.932 0.103 2.364
C -0.514 -0.517 -1.502
C -1.172 -0.114 -0.181
C -0.374 -0.467 1.031
O -0.549 1.246 2.650
O -1.719 -0.654 2.945
O 2.545 0.858 1.515
S 1.295 1.193 0.813
H 1.270 -0.298 -2.710
H 2.676 0.894 -1.172
H -1.141 -0.163 -2.329
H -0.496 -1.611 -1.570
H -1.347 0.965 -0.172
H -2.156 -0.600 -0.122
H 0.072 -1.458 1.060

***

No. 4
The following is a DFT calculation (ωB97M-V with the def2-TZVPD basis set) of a structure of composition C6H7O6Sr at a distorted geometry.

Values from the calculation:
gap between HOMO and LUMO (alpha / beta): 5.45 / 8.65 eV
F_max: 5.4 eV/A
2S+1: 2
DFT total energy: -714.8825 hartree
<S²>: 0.750

Positions of all 20 atoms, in Å:
O -2.341 -3.055 0.884
C -1.250 -2.484 1.172
O -1.450 -1.418 1.987
O -0.233 -2.305 0.453
Sr -3.979 -2.319 2.589
C -0.027 -0.542 1.501
C -0.430 0.578 0.553
C 0.699 1.526 0.291
C 1.081 1.978 -0.900
O 0.403 1.631 -2.066
C 0.907 0.747 -2.940
O 0.456 0.650 -4.049
O 1.912 -0.003 -2.515
H 1.013 -0.859 1.367
H 0.079 -0.163 2.526
H -1.265 1.142 1.001
H -0.807 0.155 -0.387
H 1.249 1.923 1.148
H 1.882 2.705 -1.045
H 2.103 0.113 -1.571